This record from the OMol25 dataset describes a cluster of 9 separate species, C31H63NO9S9 in total. The level of theory is ωB97M-V/def2-TZVPD.

Values from the calculation:
Gap between HOMO and LUMO   0.26223 Eh
Highest occupied orbital energy   -6.902 eV
Charge   0
Spin multiplicity   1

```
113
C31H63NO9S9 ωB97M-V/def2-TZVPD
S 2.81930 2.82058 -7.98595
S -1.42981 -0.01662 -3.25237
S 2.89464 -3.25748 -5.71400
S -3.35206 0.08858 8.26217
S -1.69200 0.51538 -7.68636
S -2.75233 -5.73465 -7.76385
S 0.59031 -1.24352 6.22300
S -2.61482 3.75040 12.45763
S 4.51818 -0.92778 -0.44941
O -2.61371 -0.16292 -4.14538
O 1.51586 3.86353 3.60174
O -2.32445 -4.43587 -7.18147
O -3.68058 3.67422 11.42322
O 3.54024 -3.06911 -7.04082
O -2.70012 -0.96732 9.10080
O 0.25615 0.20905 6.37469
O 2.88870 2.75731 -6.49859
O -1.11838 0.70285 -9.05169
N 2.38450 1.44035 -0.38140
C 1.08335 3.35127 5.89546
C 2.23945 1.21849 -8.55018
C -1.98922 -1.23892 -7.46515
C -1.66655 -1.13685 -1.86605
C 4.49307 2.63335 -8.61796
C 3.65685 -0.16518 -1.81384
C -4.10559 1.26840 9.38541
C 3.38733 -0.10487 -4.18840
C 1.25793 2.76778 4.46586
C 2.40109 1.74920 4.55360
C 4.22404 -0.55034 2.20456
C 1.20288 -2.66257 -5.85209
C -1.65465 1.49871 -2.31208
C 2.42090 1.49669 1.99759
C -2.46179 -5.64421 -9.53624
C 3.79705 -0.10954 0.96282
C -3.42069 0.99561 -7.76088
C 2.83703 1.11794 3.24118
C 0.34506 -2.01154 7.82873
C 3.96492 -0.64324 -3.06652
C -4.54753 -5.70677 -7.86484
C 2.75711 0.85324 -1.61358
C -0.81272 -2.02575 5.41663
C -2.04714 1.15854 7.66591
C 2.49237 0.93107 -3.99511
C 2.17220 1.39370 -2.75557
C -3.02816 2.55506 13.73595
C -2.94120 5.21261 13.45179
C 2.47074 -5.00000 -5.56809
C 3.74312 0.06178 3.32499
C 2.88580 0.90022 0.82202
H -2.25260 5.23798 14.29663
H -2.87482 -6.53104 -10.01744
H -1.43516 1.49979 8.50188
H 3.25560 2.25258 5.03698
H 1.10322 -1.62475 8.50749
H 3.60637 -0.43257 -5.19873
H -4.94410 -5.71526 -6.85147
H -4.48510 2.11780 8.81880
H -3.91384 0.46946 -8.57897
H -2.51746 -1.40037 -6.52542
H 0.66066 -2.89306 -4.93473
H 1.23355 -1.58276 -5.99286
H -0.86890 1.57770 -1.56044
H 4.46162 2.54953 -9.70434
H 4.94818 -1.35652 2.27614
H 1.88699 -5.15608 -4.66058
H -1.02624 -1.74415 -7.43060
H 2.27874 1.17645 -9.63819
H -0.64880 -1.76828 8.21310
H -2.92974 1.55740 13.31167
H -0.87981 -0.97164 -1.12907
H -3.37348 1.60439 10.11605
H -1.42133 0.57497 6.96906
H -2.64690 -0.96981 -1.41861
H -0.87117 -1.64938 4.39664
H -3.89967 0.75743 -6.81072
H 2.01680 3.89721 6.10523
H 2.04309 1.35368 -4.88881
H -2.63568 1.49651 -1.83609
H -2.57341 -1.62810 -8.29881
H 0.32048 2.24703 4.23923
H -0.66179 -3.10461 5.39852
H -4.93156 0.77684 9.89744
H -4.89469 -6.59165 -8.39872
H -2.92399 -4.74335 -9.94078
H 2.86266 0.43229 -8.11888
H 2.45826 4.06320 3.62437
H 1.38973 1.61043 -0.34316
H -1.58420 2.33853 -3.00091
H -3.46863 2.06908 -7.93487
H -2.78195 6.08936 12.82719
H 0.27036 4.07862 5.95012
H -2.33696 2.66423 14.57194
H -1.38680 -5.60870 -9.70214
H 1.21568 1.08392 -8.21633
H 3.39612 -5.56969 -5.50744
H -1.60502 -2.15692 -2.24051
H -3.97292 5.19668 13.80387
H 1.02022 2.54449 6.63097
H -2.48609 2.01200 7.14613
H 4.09429 -0.25803 4.30487
H 4.95501 1.74671 -8.18259
H 1.69272 2.30252 1.91621
H -1.73138 -1.78167 5.95136
H 5.06362 3.51713 -8.33805
H 1.46501 2.21807 -2.67502
H 0.46011 -3.09118 7.73056
H 0.71494 -3.13118 -6.70788
H 4.68854 -1.44653 -3.19267
H 2.11059 0.94001 5.23291
H -4.05440 2.71131 14.06939
H 1.90236 -5.31671 -6.44311
H -4.87439 -4.80195 -8.37797
```

This record from the OMol25 dataset describes a structure of composition C27H35BF4N4P2Pd. The level of theory is ωB97M-V/def2-TZVPD.

Values from the calculation:
Gap between HOMO and LUMO (alpha / beta)   0.23872 / 0.12989 Eh
Highest occupied orbital energy (alpha / beta)   -13.248 / -13.248 eV
Charge   +2
Spin multiplicity   5
Expectation value of S²   6.035

```
74
C27H35BF4N4P2Pd ωB97M-V/def2-TZVPD
Pd -0.11736 -2.01656 -0.37844
P 1.49682 -1.34208 -1.77540
P -1.79318 -0.85837 -1.49167
F 0.02093 -1.08952 9.00097
F -0.26951 0.01129 6.99779
F 1.32781 0.78417 8.48556
F -0.92372 1.04861 8.99809
N 2.13474 -2.56196 -2.89833
N -3.53583 -1.07598 -2.19898
N -2.01646 1.02018 -1.82304
N 2.95312 -0.21863 -1.95329
C -0.88578 1.25199 2.28802
C 0.46617 -0.38583 -2.89635
C 1.80604 2.36640 3.37944
C 0.70990 3.26446 3.80285
C 3.72113 0.27221 -0.91434
C 2.36570 -2.46760 -4.27575
C 2.74987 -3.71986 -4.76188
C -1.98871 1.90767 -0.76889
C -4.10752 -2.33376 -2.03816
C 2.39373 -3.87346 -2.51965
C -2.11016 1.79190 -2.98612
C -0.89929 -1.07999 -3.03102
C -5.35929 -1.21172 -3.56821
C -4.32355 -0.38191 -3.13006
C 3.40224 0.38640 -3.13111
C -0.95641 1.54754 4.80017
C -2.08111 3.14839 -2.64670
C -1.46585 1.07648 3.65908
C 0.32566 -2.59651 1.71395
C -0.07600 2.71606 5.00451
C 4.62944 1.20515 -1.41799
C 1.66847 1.20551 2.73149
C -1.98336 3.21283 -1.23195
C -5.21755 -2.44913 -2.86975
C 4.42338 1.28106 -2.82579
C 0.45813 0.64894 1.99714
C 2.76525 -4.61025 -3.63999
B 0.04797 0.19793 8.40870
H -3.68436 -3.00577 -1.30504
H -1.24256 1.04509 5.72449
H -4.16327 0.65725 -3.38144
H 2.98477 0.15214 -4.09869
H 2.24609 -1.54234 -4.81961
H -2.08308 1.52889 0.23310
H -1.49557 -0.67771 -3.86401
H 0.37867 -3.70750 1.72692
H 0.62975 0.68716 0.91176
H 5.35460 1.76995 -0.85219
H -0.72949 3.55384 5.30779
H 0.60551 2.47083 5.84031
H 3.56519 -0.12650 0.07501
H 0.03380 3.58448 3.00888
H 0.94079 -0.25366 -3.89090
H -1.63156 0.74423 1.67665
H -2.27006 1.36657 -3.97494
H 0.34881 -0.41633 2.25075
H 2.29527 -4.14282 -1.48221
H -0.91827 2.26675 1.91302
H 2.99749 -3.95015 -5.79011
H -0.67028 -2.24045 2.09200
H -6.11404 -0.95016 -4.29711
H -2.35913 0.46399 3.71104
H 3.02812 -5.65999 -3.65425
H 4.95087 1.90119 -3.53950
H 1.18811 4.17801 4.18626
H 1.08672 -2.22053 2.44265
H -2.14677 3.98706 -3.33506
H -5.84864 -3.32238 -2.96448
H 2.80217 2.67900 3.69411
H -0.77625 -2.16948 -3.12995
H -1.92620 4.09476 -0.60997
H 2.53173 0.56963 2.54514
H 0.33514 0.61292 -2.44532
```

This record from the OMol25 dataset describes a structure of composition C22H15Br2N5OSTi. The level of theory is ωB97M-V/def2-TZVPD.

Values from the calculation:
Gap between HOMO and LUMO   0.21558 Eh
Highest occupied orbital energy   -13.874 eV
Charge   +2
Spin multiplicity   1

```
47
C22H15Br2N5OSTi ωB97M-V/def2-TZVPD
Br 1.99414 1.62952 -5.40429
Br -3.21216 0.02081 -6.84553
Ti 0.65678 0.03169 -0.96404
S 2.84274 -0.54942 -0.35899
O 0.89837 0.92069 -2.53300
N -1.31926 -0.11390 -1.88755
N 0.64772 0.93451 0.73741
N 3.80096 1.94590 -0.37841
N 1.66584 1.80631 0.41294
N -0.25767 -1.42619 0.39791
C 0.06637 0.70225 -3.58019
C -2.21258 -0.01972 -4.16015
C 2.25987 1.34625 5.52662
C -1.18182 0.16964 -3.22404
C -0.32757 -0.93739 1.66245
C 1.09081 0.64608 3.11623
C -2.51760 -0.50149 -1.45770
C -3.60589 -0.66221 -2.30847
C 1.34798 1.99757 3.40512
C 0.48030 0.29262 1.86331
C -3.45137 -0.44882 -3.65959
C -1.90594 0.26558 -5.52154
C -1.07471 -1.54365 2.64818
C -0.85725 -2.58552 0.12795
C 1.91285 2.34021 4.61490
C 2.02834 0.00501 5.24046
C -0.66757 0.71973 -5.87162
C 0.33313 0.95051 -4.89761
C -1.57527 -3.28772 1.08588
C -1.71176 -2.74693 2.35080
C 1.43096 -0.34958 4.04803
C 2.75878 1.19696 -0.05644
H 1.07569 2.76453 2.69277
H 2.71119 1.62067 6.47088
H 2.31243 -0.75943 5.95007
H -4.28233 -0.59545 -4.33720
H -0.77273 -2.95691 -0.88586
H 2.08640 3.38008 4.85406
H -4.55887 -0.96365 -1.89857
H 4.61111 1.54166 -0.81657
H 1.26617 -1.39487 3.81991
H -1.15042 -1.09187 3.62734
H -2.03433 -4.23081 0.82491
H -0.44179 0.92812 -6.90809
H 3.76362 2.94396 -0.23161
H -2.29974 -3.25251 3.10520
H -2.62393 -0.68284 -0.39630
```

This record from the OMol25 dataset describes the ion C2H7N2O with charge +2. The level of theory is ωB97M-V/def2-TZVPD.

Values from the calculation:
Gap between HOMO and LUMO (alpha / beta)   0.49315 / 0.27399 Eh
Highest occupied orbital energy (alpha / beta)   -23.057 / -22.690 eV
Charge   +2
Spin multiplicity   2
Expectation value of S²   0.781

```
12
C2H7N2O ωB97M-V/def2-TZVPD
O -0.07148 -0.63829 -1.51273
N -1.51624 0.59343 0.21174
N 1.94773 -0.45418 -0.58201
C 0.59113 -0.42857 -0.53667
C -0.24032 0.01111 0.75884
H 2.33225 -0.61884 -1.45831
H -1.50275 0.23375 -0.76374
H 2.64039 -0.51120 0.24043
H 0.16622 0.82557 1.34875
H -1.70973 1.60895 0.09363
H -2.32150 0.15929 0.69482
H -0.31570 -0.78102 1.50525
```

| no. | E_tot (a.u.) |
| --- | --- |
| 1 | -5534.36276 |
| 2 | -2503.01830 |
| 3 | -7591.62550 |
| 4 | -264.35050 |